122
Properties=species:S:1:pos:R:3:forces:R:3:mulliken_charge:R:1 method="wB97M-V/def2-TZVPD" fmax_ev_per_a=3.30 homo_ev="-15.5 / -15.5" molar_mass_g_mol=1099.06 charge=+3 e_tot_ha=-5607.39226 multiplicity=1 gap_ev="6.05 / 6.22"
W 0.014 -0.452 0.332 0.371 0.806 3.176 -0.777
O -1.146 -1.888 0.246 0.286 0.156 -0.632 -0.852
C -2.555 -2.240 0.435 -0.051 0.021 -0.145 2.536
C -2.814 -1.946 1.895 0.040 -0.005 0.079 -1.675
C -2.632 -0.520 2.341 -0.042 0.024 0.055 -0.151
C -3.402 -0.158 3.439 -0.028 -0.051 -0.034 -1.158
C -3.429 1.147 3.874 -0.038 0.027 0.035 -1.491
C -2.672 2.064 3.174 0.010 0.049 -0.038 -0.490
C -1.870 1.655 2.123 -0.020 -0.057 0.081 0.134
C -1.069 2.707 1.421 -0.094 -0.093 -0.059 -1.358
C 0.436 2.499 1.511 0.060 0.187 -0.037 1.884
O 0.620 1.167 0.965 -0.235 -0.033 -0.362 0.460
C 1.042 2.445 2.900 -0.036 -0.054 0.020 -0.677
C 2.278 1.813 3.055 0.008 0.026 -0.012 0.955
C 2.859 1.700 4.305 -0.005 0.032 0.054 -0.907
C 2.216 2.229 5.422 0.015 -0.035 -0.041 -0.891
C 1.014 2.899 5.268 -0.018 0.014 -0.041 -1.162
C 0.431 3.012 4.007 0.020 0.021 0.088 -0.171
C 1.134 3.556 0.646 0.032 -0.097 -0.114 0.702
C 2.087 4.416 1.186 0.045 -0.014 0.004 -0.344
C 2.642 5.438 0.423 0.007 -0.021 0.014 -1.149
C 2.250 5.624 -0.891 -0.030 -0.022 -0.011 -0.973
C 1.294 4.778 -1.442 -0.007 0.095 0.040 -0.546
C 0.745 3.756 -0.683 -0.090 0.058 0.065 0.833
N -1.819 0.360 1.707 0.013 -0.148 -0.111 1.768
C -2.733 -3.732 0.184 0.143 -0.017 0.068 -0.055
C -4.025 -4.252 0.176 -0.014 -0.018 0.000 -0.778
C -4.230 -5.611 0.006 -0.009 0.006 0.012 -1.025
C -3.148 -6.466 -0.166 0.001 -0.015 -0.008 -0.740
C -1.862 -5.955 -0.162 -0.008 0.053 0.010 -1.337
C -1.655 -4.590 0.016 -0.046 -0.066 -0.016 -0.356
C -3.440 -1.440 -0.529 0.064 0.036 0.055 -0.028
C -3.448 -1.809 -1.872 -0.015 -0.015 -0.034 0.297
C -4.283 -1.184 -2.785 -0.012 0.022 0.027 -0.900
C -5.143 -0.175 -2.366 0.007 -0.019 -0.021 -0.997
C -5.167 0.183 -1.028 0.056 -0.018 0.012 -0.927
C -4.323 -0.445 -0.117 -0.041 0.034 -0.029 -0.823
H -2.171 -2.592 2.495 -0.038 -0.062 -0.040 0.413
H -3.835 -2.253 2.121 -0.011 0.071 0.039 0.934
H -4.016 -0.914 3.909 0.006 0.006 0.010 0.655
H -4.046 1.449 4.710 0.011 -0.004 0.005 0.533
H -2.696 3.112 3.434 -0.004 -0.005 0.006 0.632
H -1.332 3.696 1.790 -0.044 -0.021 0.023 0.892
H -1.333 2.681 0.361 0.014 0.069 0.008 -0.081
H 2.788 1.414 2.184 -0.024 -0.040 -0.011 0.286
H 3.818 1.211 4.416 0.000 -0.002 0.002 0.498
H 2.662 2.133 6.403 0.018 0.024 -0.004 0.470
H 0.530 3.349 6.125 -0.010 -0.011 0.000 0.490
H -0.493 3.566 3.909 -0.011 -0.018 -0.008 0.532
H 2.391 4.320 2.218 0.014 -0.019 0.009 0.572
H 3.370 6.100 0.871 0.000 -0.001 0.003 0.500
H 2.667 6.432 -1.478 -0.002 -0.001 -0.007 0.475
H 0.965 4.941 -2.461 -0.009 0.033 0.041 0.578
H -0.025 3.133 -1.125 0.059 -0.008 0.013 -1.487
H -4.881 -3.596 0.290 0.010 0.006 -0.002 0.428
H -5.237 -6.005 0.005 -0.001 0.000 -0.011 0.478
H -3.312 -7.526 -0.304 0.002 -0.001 0.004 0.438
H -1.015 -6.615 -0.295 0.002 0.001 -0.010 0.489
H -0.647 -4.206 0.009 0.010 0.008 0.008 0.932
H -2.853 -2.651 -2.188 0.004 0.023 0.012 0.701
H -4.305 -1.522 -3.813 -0.008 -0.017 -0.003 0.657
H -5.822 0.293 -3.067 0.002 -0.007 -0.006 0.450
H -5.868 0.929 -0.678 0.006 0.007 0.000 0.546
H -4.420 -0.166 0.922 0.010 0.012 0.014 0.435
C 4.761 2.183 -0.857 0.016 0.051 0.028 -0.605
C 3.539 2.008 -1.725 0.003 -0.039 -0.104 -0.466
N 2.628 1.031 -1.117 -0.035 0.024 0.244 1.388
C 3.046 0.008 -0.335 0.666 -0.021 -0.099 -0.069
N 2.143 -0.820 0.245 -0.688 -0.025 -0.412 0.843
C 2.707 -1.866 1.120 0.122 -0.098 -0.070 -0.794
C 4.005 -2.425 0.576 -0.017 0.007 0.005 -0.497
C 4.987 -1.293 0.507 -0.004 0.027 -0.044 -0.906
N 4.371 -0.153 -0.181 -0.151 0.001 0.022 0.304
C 5.369 0.818 -0.673 -0.028 -0.024 0.065 -0.915
H 4.476 2.615 0.106 0.013 -0.001 -0.005 0.165
H 5.483 2.849 -1.327 -0.012 0.002 -0.004 0.451
H 3.828 1.665 -2.722 -0.007 -0.017 0.005 0.428
H 2.983 2.936 -1.836 0.023 -0.046 -0.001 0.091
H 1.739 1.409 -0.840 -0.045 0.013 -0.071 -1.566
H 1.992 -2.673 1.209 -0.015 0.011 -0.032 -0.069
H 2.870 -1.462 2.125 -0.020 -0.002 -0.004 0.340
H 3.852 -2.851 -0.415 0.037 -0.055 0.035 0.123
H 4.375 -3.216 1.228 -0.002 0.013 0.011 0.491
H 5.889 -1.563 -0.043 -0.018 -0.016 -0.022 0.582
H 5.290 -0.977 1.509 0.038 0.015 -0.014 0.395
H 5.781 0.446 -1.615 0.020 -0.012 0.011 0.333
H 6.177 0.834 0.057 -0.014 0.006 0.017 0.540
S 0.369 -1.684 5.033 0.001 -0.060 0.121 -0.137
C 0.273 -3.091 4.065 -0.004 0.024 -0.008 -0.419
C 0.226 -2.745 2.760 0.036 0.063 0.071 -0.998
N 0.279 -1.382 2.520 -0.112 -0.050 -0.211 0.889
C 0.345 -0.720 3.653 0.028 0.031 -0.039 -0.171
H 0.246 -4.080 4.491 0.010 0.001 0.007 0.550
H 0.139 -3.438 1.938 -0.044 0.000 0.004 0.070
H 0.379 0.356 3.718 -0.022 -0.001 -0.017 0.077
C 1.567 -1.050 -3.754 -0.108 0.521 -0.106 -1.200
Si 0.279 -1.724 -2.589 0.108 -1.055 -0.646 1.697
C -0.818 -2.849 -3.575 -0.511 0.281 -0.201 -1.677
C 1.199 -2.969 -1.521 0.017 0.120 0.175 -0.551
As -0.582 0.381 -1.773 0.047 -0.395 -0.683 1.153
Si -1.272 1.784 -3.740 0.208 -0.166 0.422 0.602
C -2.512 2.789 -2.848 -0.257 0.207 0.158 -0.790
C 0.327 2.568 -4.148 0.283 0.210 -0.176 -0.533
C -1.915 0.607 -4.971 -0.135 -0.217 -0.269 -0.778
H 2.149 -1.917 -4.081 0.043 0.031 -0.024 0.553
H 2.234 -0.310 -3.314 0.089 -0.082 0.044 0.043
H 1.109 -0.600 -4.638 0.034 -0.073 -0.042 0.329
H -0.124 -3.356 -4.253 -0.023 -0.042 0.001 0.575
H -1.579 -2.360 -4.183 0.035 -0.023 -0.041 0.370
H -1.302 -3.608 -2.961 0.087 -0.042 0.004 0.465
H 0.961 -3.906 -2.031 0.148 -0.052 0.014 0.968
H 0.964 -3.129 -0.474 -0.078 0.070 -0.032 -0.425
H 2.264 -2.768 -1.596 0.003 -0.069 -0.080 0.146
H -2.062 3.387 -2.053 -0.027 0.062 -0.061 0.265
H -3.285 2.154 -2.407 -0.040 0.017 -0.056 0.128
H -2.995 3.472 -3.554 -0.029 0.012 0.054 0.553
H 0.756 3.100 -3.301 -0.021 -0.029 -0.082 -0.268
H 0.156 3.289 -4.956 0.081 -0.002 0.007 0.537
H 1.056 1.838 -4.502 -0.023 0.009 -0.054 0.295
H -2.591 -0.120 -4.526 -0.058 0.019 -0.004 0.003
H -1.124 0.081 -5.506 -0.008 0.020 -0.023 0.312
H -2.488 1.191 -5.701 0.020 -0.069 -0.040 0.505